C2CdFLi2O2 | the ωB97M-V functional and the def2-TZVPD basis

Structure (XYZ):
```
8
Properties=species:S:1:pos:R:3:forces:R:3
C 0.25547 0.74616 -0.57266 1.52 -0.34 -0.18
O -1.01922 0.96248 -0.37111 -0.33 1.72 -1.19
Cd -1.77224 -0.64760 0.83940 -4.43 0.63 -0.31
F -0.16719 -1.51654 1.44100 3.60 -1.82 1.22
C 1.41377 0.37496 -0.72355 -0.97 0.09 0.28
O 2.56921 -0.19378 -0.65755 0.11 -0.23 0.30
Li 1.43464 -1.09713 0.74313 -0.13 0.45 -0.52
Li -2.71443 1.37146 -0.69866 0.64 -0.50 0.40
```
Forces are in eV/Å.

Summary:
LUMO level ... 2.330 eV
Orbital gap ... 4.356 eV
Relative energy (zero: lowest compared OMol25 entry of this formula, charge and spin) ... 8.8 kcal/mol
Charge ... -1

Atom charges from the natural (NBO) analysis, given in e for atoms 1 to 5: atom 1 (C): -0.026, atom 2 (O): -1.117, atom 3 (Cd): 0.468, atom 4 (F): -0.968, atom 5 (C): 0.075

C2Cl2F6NO4S2Ti | the ωB97M-V functional and the def2-TZVPD basis

Structure (XYZ):
```
18
Properties=species:S:1:pos:R:3:forces:R:3
Ti -0.17822 0.76919 1.74999 0.74 0.62 0.06
Cl 0.20436 0.05249 4.23624 -0.44 0.21 -0.92
Cl 0.36884 3.30425 1.59379 -0.32 -1.03 0.07
C 2.71078 -0.71250 0.60992 0.87 -1.18 -0.91
F 3.67069 -1.68579 0.72224 0.47 0.29 0.59
F 2.29780 -0.39583 1.85809 0.01 -0.01 -0.05
F 3.29704 0.38079 0.09759 0.09 0.04 0.21
S 1.15078 -1.18200 -0.47082 0.70 0.97 1.99
O 1.61653 -1.06455 -1.81963 0.44 -0.31 -0.91
O 0.71664 -2.48022 -0.00468 0.20 -0.44 -0.06
N -0.19110 -0.03239 -0.25136 -1.71 -0.08 -0.20
S -1.30603 -0.37378 -1.30581 -1.06 1.67 0.46
O -0.99609 -0.00293 -2.64940 0.37 -0.06 -1.02
O -1.98401 -1.62651 -1.12063 -0.32 -0.10 0.20
C -2.58346 1.01137 -0.93554 -0.29 -1.24 1.08
F -2.59524 1.24257 0.42875 0.20 0.27 -0.19
F -2.34360 2.15778 -1.53997 0.03 0.21 -0.05
F -3.85572 0.63805 -1.19878 -0.01 0.16 -0.37
```
Forces are in eV/Å.

Summary:
LUMO level (spin up / spin down) ... 5.329 / 5.272 eV
Spin multiplicity ... 4
Orbital gap (spin up / spin down) ... 4.171 / 8.699 eV
Relative energy (zero: lowest compared OMol25 entry of this formula, charge and spin) ... 0.0 kcal/mol
Charge ... -2

Atom charges from the natural (NBO) analysis, given in e for atoms 1 to 5: atom 1 (Ti): 1.298, atom 2 (Cl): -0.777, atom 3 (Cl): -0.774, atom 4 (C): 0.677, atom 5 (F): -0.373

C2Cl3F2NO2 | the ωB97M-V functional and the def2-TZVPD basis

Structure (XYZ):
```
10
Properties=species:S:1:pos:R:3:forces:R:3
C -0.19436 0.33841 0.00670 1.84 1.63 -1.58
C -0.24371 -0.73785 0.99907 -0.30 -0.52 1.54
N -0.78813 0.13738 -1.30054 0.16 0.20 0.17
O -0.49887 0.93665 -2.15743 -0.28 -0.08 -0.44
O -1.52307 -0.81760 -1.38853 -0.36 -0.35 -0.17
F 0.17917 -1.94319 0.60347 -0.73 0.15 -0.54
F 0.53145 -0.42545 2.02012 1.41 0.57 0.80
Cl 3.41268 1.63223 -0.52913 0.07 -0.14 -0.09
Cl 0.98127 1.56311 0.01735 -1.18 -0.82 0.74
Cl -1.85644 -0.68369 1.72892 -0.64 -0.63 -0.44
```
Forces are in eV/Å.

Summary:
LUMO level (spin up / spin down) ... -3.268 / -3.616 eV
Orbital gap (spin up / spin down) ... 8.392 / 7.275 eV
Relative energy (zero: lowest compared OMol25 entry of this formula, charge and spin) ... 41.8 kcal/mol

Atom charges from the natural (NBO) analysis, given in e for atoms 1 to 5: atom 1 (C): 0.016, atom 2 (C): 0.598, atom 3 (N): 0.470, atom 4 (O): -0.338, atom 5 (O): -0.339

C2Cl4O4PS | the ωB97M-V functional and the def2-TZVPD basis

Structure (XYZ):
```
12
Properties=species:S:1:pos:R:3:forces:R:3
O 1.12159 2.35787 0.71168 0.05 -1.42 -1.59
P 1.11782 1.54675 -0.55477 -2.10 0.42 3.40
O 2.02070 1.71308 -1.66043 0.78 -0.18 -1.49
O -0.51698 1.54113 -1.12388 1.49 -0.81 0.03
S -1.70339 0.89362 -0.19676 -0.47 0.25 0.15
C -1.24796 -0.83159 -0.08935 2.67 0.38 1.34
Cl -2.37107 -1.64954 0.97478 -0.28 0.26 0.19
Cl -1.13206 -1.69958 -1.59284 0.00 0.02 -0.75
C 0.41284 -0.84488 0.64112 -3.66 -0.97 -0.30
Cl 0.27029 -0.20134 2.28591 -0.08 -0.02 0.46
Cl 0.78238 -2.58068 0.71814 0.51 -0.62 0.32
O 1.24584 -0.24484 -0.11359 1.09 2.69 -1.75
```
Forces are in eV/Å.

Summary:
LUMO level ... 2.893 eV
SMILES string ... O=[P@]1([O-])OSC(Cl)(Cl)C(Cl)(Cl)O1
Orbital gap ... 8.599 eV
Relative energy (zero: lowest compared OMol25 entry of this formula, charge and spin) ... 0.0 kcal/mol
Charge ... -1

Atom charges from the natural (NBO) analysis, given in e for atoms 1 to 5: atom 1 (O): -1.113, atom 2 (P): 2.484, atom 3 (O): -1.099, atom 4 (O): -0.946, atom 5 (S): 0.599

C2ClF2N | the ωB97M-V functional and the def2-TZVPD basis

Structure (XYZ):
```
6
Properties=species:S:1:pos:R:3:forces:R:3
C 1.87683 0.63179 -0.22451 0.50 2.70 0.60
C -1.63689 -0.63871 0.62607 -1.55 0.73 0.35
N 2.08592 1.78234 -0.16532 -0.45 -2.35 -0.42
F -2.80193 -0.02875 0.36234 1.09 -0.59 0.34
F -1.10357 -0.79101 -0.52393 -0.12 -0.09 -0.78
Cl 1.57964 -0.95565 -0.07464 0.53 -0.40 -0.10
```
Forces are in eV/Å.

Summary:
LUMO level ... -0.222 eV
Orbital gap ... 11.420 eV
Relative energy (zero: lowest compared OMol25 entry of this formula, charge and spin) ... 60.3 kcal/mol

Atom charges from the natural (NBO) analysis, given in e for atoms 1 to 5: atom 1 (C): 0.132, atom 2 (C): 0.658, atom 3 (N): -0.297, atom 4 (F): -0.341, atom 5 (F): -0.316

C2ClF2OS | the ωB97M-V functional and the def2-TZVPD basis

Structure (XYZ):
```
7
Properties=species:S:1:pos:R:3:forces:R:3
C 1.01948 0.73111 -0.40090 -2.59 1.83 -1.34
C -0.81545 0.37429 0.16076 3.83 0.30 -0.67
O 1.10938 1.52291 -1.32905 -0.74 -1.34 0.74
F -0.97953 1.33617 1.06120 -0.79 1.40 0.54
F -0.96927 -0.73918 0.87151 -0.23 -1.19 -0.06
S 2.06384 0.18117 0.70087 1.14 -1.10 1.26
Cl -2.02126 0.46558 -1.09910 -0.63 0.09 -0.47
```
Forces are in eV/Å.

Summary:
LUMO level ... 3.554 eV
Orbital gap ... 7.432 eV
Relative energy (zero: lowest compared OMol25 entry of this formula, charge and spin) ... 20.8 kcal/mol
Charge ... -1

Atom charges from the natural (NBO) analysis, given in e for atoms 1 to 5: atom 1 (C): 0.279, atom 2 (C): 0.509, atom 3 (O): -0.638, atom 4 (F): -0.354, atom 5 (F): -0.349

C2ClF2OS | the ωB97M-V functional and the def2-TZVPD basis

Structure (XYZ):
```
7
Properties=species:S:1:pos:R:3:forces:R:3
C -0.13850 0.94739 -0.28776 0.91 0.55 0.44
C 0.00086 -0.45347 0.26490 2.25 -1.46 -1.72
O 0.21981 1.39703 -1.34482 -0.15 -0.49 -0.37
F 0.73942 -0.67261 1.34147 -0.70 -0.26 -1.05
F 1.28286 -1.35100 -1.03076 -1.50 0.98 1.64
S -0.79774 1.64929 1.08532 -0.92 0.83 0.66
Cl -1.30670 -1.51663 -0.02835 0.12 -0.15 0.40
```
Forces are in eV/Å.

Summary:
LUMO level ... 3.404 eV
Orbital gap ... 8.074 eV
Relative energy (zero: lowest compared OMol25 entry of this formula, charge and spin) ... 51.9 kcal/mol
Charge ... -1

Atom charges from the natural (NBO) analysis, given in e for atoms 1 to 5: atom 1 (C): 0.231, atom 2 (C): 0.550, atom 3 (O): -0.553, atom 4 (F): -0.289, atom 5 (F): -0.672

C2ClF3O3S | the ωB97M-V functional and the def2-TZVPD basis

Structure (XYZ):
```
10
Properties=species:S:1:pos:R:3:forces:R:3
C 0.38199 -0.43998 0.02050 0.87 2.81 -0.78
C 1.41960 0.72857 0.47642 -0.20 1.38 0.07
O -2.34302 -1.76650 0.15651 0.90 0.41 -0.91
O -0.58538 0.14265 -0.72800 -0.93 -2.14 0.84
O 0.57453 -1.57713 0.26335 -0.14 -0.36 0.15
F -2.97473 0.33046 -0.87634 1.42 -1.84 -0.73
F 2.55813 0.17778 0.73347 1.56 -1.62 0.29
F 1.05652 1.33808 1.63183 -0.89 -0.41 -0.48
S -1.96145 -1.02982 -1.00934 -1.53 2.72 1.42
Cl 1.87382 2.09589 -0.66840 -1.07 -0.96 0.14
```
Forces are in eV/Å.

Summary:
LUMO level ... -0.917 eV
Orbital gap ... 10.788 eV
Relative energy (zero: lowest compared OMol25 entry of this formula, charge and spin) ... 20.4 kcal/mol

Atom charges from the natural (NBO) analysis, given in e for atoms 1 to 5: atom 1 (C): 0.730, atom 2 (C): 0.611, atom 3 (O): -0.790, atom 4 (O): -0.660, atom 5 (O): -0.501

C2ClN2P | the ωB97M-V functional and the def2-TZVPD basis

Structure (XYZ):
```
6
Properties=species:S:1:pos:R:3:forces:R:3
C -0.91324 1.45822 -1.34189 0.02 -0.15 -0.11
C 0.41371 -1.00278 1.06865 0.06 -0.09 0.12
N -1.71098 2.17204 -1.79827 0.41 -0.35 0.25
N -0.06090 -0.91326 2.10967 -0.26 0.19 0.86
P 0.81241 -1.32702 -0.58064 -1.83 0.58 -1.31
Cl 2.69550 -1.78213 -0.44886 1.60 -0.18 0.19
```
Forces are in eV/Å.

Summary:
LUMO level (spin up / spin down) ... -3.045 / -4.313 eV
Orbital gap (spin up / spin down) ... 8.997 / 5.390 eV
Relative energy (zero: lowest compared OMol25 entry of this formula, charge and spin) ... 87.8 kcal/mol

Atom charges from the natural (NBO) analysis, given in e for atoms 1 to 5: atom 1 (C): 0.267, atom 2 (C): -0.206, atom 3 (N): -0.454, atom 4 (N): -0.180, atom 5 (P): 0.754

C2ClNO2 | the ωB97M-V functional and the def2-TZVPD basis

Structure (XYZ):
```
6
Properties=species:S:1:pos:R:3:forces:R:3
C -0.65965 0.93169 -0.02675 -0.26 0.48 0.49
C 1.05260 -1.08640 0.26441 1.85 -0.83 -0.23
N -1.70505 0.52940 -0.48452 -0.24 -0.11 -0.50
O 0.30707 1.47908 0.31091 0.11 0.12 -0.11
O 2.15843 -1.30190 0.10637 -1.64 0.35 0.25
Cl -2.79140 -0.57512 0.14869 0.18 -0.01 0.10
```
Forces are in eV/Å.

Summary:
LUMO level ... -0.056 eV
Orbital gap ... 10.482 eV
Relative energy (zero: lowest compared OMol25 entry of this formula, charge and spin) ... 32.4 kcal/mol

Atom charges from the natural (NBO) analysis, given in e for atoms 1 to 5: atom 1 (C): 0.863, atom 2 (C): 0.491, atom 3 (N): -0.599, atom 4 (O): -0.479, atom 5 (O): -0.489

C2CrF3MgNO4S2 | the ωB97M-V functional and the def2-TZVPD basis

Structure (XYZ):
```
14
Properties=species:S:1:pos:R:3:forces:R:3
O 1.56740 2.25423 -2.63191 0.88 -4.10 -0.84
C 1.02340 1.24307 -3.00461 -2.32 6.13 0.83
O -0.12991 0.96390 -3.36715 1.42 -1.63 0.55
Cr 1.45984 -0.93799 -2.09141 -0.46 -0.46 0.61
Mg -1.22425 1.15513 -1.40181 -0.01 -0.31 0.47
N 0.70285 -0.95489 -0.24914 -1.24 -1.08 -1.84
S -0.80058 -1.32780 -1.16922 1.63 0.27 0.03
S 0.54133 0.16251 0.85130 1.93 2.99 3.34
O -0.39222 1.26685 0.41651 0.28 -0.65 -1.20
O 1.82587 0.57744 1.38895 -2.10 -0.79 -1.56
C -0.40504 -0.56332 2.29810 -0.25 -0.68 1.43
F -1.67143 -0.75084 1.97470 -0.10 0.06 -0.52
F 0.14498 -1.71532 2.63191 0.10 0.25 -0.42
F -0.33472 0.27397 3.31689 0.24 -0.01 -0.89
```
Forces are in eV/Å.

Summary:
LUMO level (spin up / spin down) ... -11.808 / -11.914 eV
Spin multiplicity ... 5
Orbital gap (spin up / spin down) ... 6.885 / 6.901 eV
Charge ... +2

Atom charges from the natural (NBO) analysis, given in e for atoms 1 to 5: atom 1 (O): -0.305, atom 2 (C): 0.752, atom 3 (O): -0.636, atom 4 (Cr): 1.305, atom 5 (Mg): 1.797

C2ErF3NO6S2 | the ωB97M-V functional and the def2-TZVPD basis

Structure (XYZ):
```
15
Properties=species:S:1:pos:R:3:forces:R:3
N 1.17246 0.81044 -0.61457 -0.21 1.81 -0.67
S -0.30589 1.27118 -1.25703 -2.38 0.82 -0.10
O -0.95833 0.12713 -0.58656 -3.00 -7.43 1.18
S 1.65351 -0.14465 0.57948 1.58 0.07 -2.60
O 0.37503 -0.68996 1.16923 -1.24 1.03 2.85
O 3.03067 0.40482 0.47891 -0.42 -0.31 2.67
C 2.45653 -1.81057 1.09051 0.63 -1.02 -0.81
F 1.65781 -2.82190 1.39658 -1.16 -0.15 0.04
F 3.20050 -2.25710 0.08635 0.58 0.16 -0.52
F 3.22420 -1.65226 2.15978 0.18 0.68 0.21
O -3.95985 0.80298 -0.99629 2.02 0.03 -0.38
C -3.64196 1.80898 -1.59174 -4.34 0.55 1.13
O -4.12818 2.76919 -2.09433 2.77 -1.13 0.04
O -1.72574 1.98357 -0.88115 2.44 3.35 -0.47
Er -2.05076 -0.60185 1.06082 2.56 1.54 -2.58
```
Forces are in eV/Å.

Summary:
LUMO level (spin up / spin down) ... -1.577 / -2.100 eV
Spin multiplicity ... 5
Orbital gap (spin up / spin down) ... 6.580 / 6.895 eV
Relative energy (zero: lowest compared OMol25 entry of this formula, charge and spin) ... 158.8 kcal/mol

Atom charges from the natural (NBO) analysis, given in e for atoms 1 to 5: atom 1 (N): -1.097, atom 2 (S): 1.678, atom 3 (O): -1.202, atom 4 (S): 1.992, atom 5 (O): -1.048